(1)
DFT (ωB97M-V/def2-TZVPD) results for a 2-piece molecular cluster, C4H7NO2 overall at a distorted geometry.

Properties
total energy: -9843.089 eV
SMILES string: C[C@H](O)C=O.C#N
relative energy (zero: lowest compared OMol25 entry of this formula, charge and spin): 96.6 kcal per mole
HOMO level: -9.6 eV

```
14
Properties=species:S:1:pos:R:3:forces:R:3:lowdin_charge:R:1
C 0.02648 -1.35932 -0.41906 -1.29 2.34 -2.80 -0.03
C -0.45614 -0.14590 0.46523 0.50 -0.48 -0.93 -0.40
O -1.55565 0.67654 0.02623 -0.29 -1.50 1.69 -0.09
C 0.44546 0.63327 1.37296 -4.99 0.63 -0.27 -0.31
O 1.55396 0.41822 1.57327 5.28 -0.52 0.80 0.11
H 0.34626 -1.40324 -1.49427 -0.07 1.27 0.88 0.09
H 0.63867 -2.03131 0.03695 2.10 -1.30 2.04 0.04
H -0.87877 -1.88094 -0.46440 -1.61 -1.07 -0.33 0.06
H -0.73086 -0.85545 1.20913 -1.34 -0.23 1.52 0.12
H -2.11568 0.75054 0.83402 0.30 0.00 -1.02 0.11
H -0.21620 1.25434 2.07849 0.68 0.11 -0.60 0.15
C 1.00582 1.31336 -1.68601 0.42 -0.02 -0.80 -0.05
N -0.10177 1.61916 -1.58919 1.53 0.42 -0.77 0.10
H 2.03840 1.01073 -1.94335 -1.21 0.35 0.60 0.09
```
Positions in Å, forces in eV/Å.


(2)
DFT (ωB97M-V/def2-TZVPD) results for a single C4H7NO2 molecule at a distorted geometry.

Properties
total energy: -9842.105 eV
SMILES string: COC(=O)N1CC1
relative energy (zero: lowest compared OMol25 entry of this formula, charge and spin): 119.3 kcal per mole
HOMO level: -9.8 eV

```
14
Properties=species:S:1:pos:R:3:forces:R:3:lowdin_charge:R:1
C 2.04015 -0.78650 -0.06733 -0.96 -6.04 -2.15 0.01
O 0.57320 -0.62615 0.16347 6.25 -6.36 0.25 -0.03
C 0.33675 0.57791 0.04274 -6.52 0.44 -2.17 -0.76
O 1.14140 1.36350 -0.05467 4.89 6.90 -0.35 0.21
N -1.07920 0.75175 -0.08188 -0.78 -0.85 0.43 0.04
C -1.52251 -0.32036 0.78596 -7.97 2.39 -0.83 -0.16
C -1.85478 -0.42437 -0.79604 2.25 0.69 4.79 0.01
H 2.21171 -2.00628 -0.17445 -0.59 3.14 0.75 0.16
H 2.35162 -0.45020 -1.03203 -0.62 0.48 -0.92 0.08
H 2.77710 -0.37518 0.52507 0.54 0.96 2.39 0.06
H -2.44070 0.00061 1.43071 1.62 -0.53 -1.21 0.13
H -1.00450 -1.06873 1.24983 1.51 -1.29 0.74 0.07
H -1.15544 -1.20005 -1.01124 -0.21 -0.43 -1.45 0.08
H -2.89976 -0.34134 -1.07712 0.59 0.50 -0.27 0.09
```
Positions in Å, forces in eV/Å.


(3)
DFT (ωB97M-V/def2-TZVPD) results for a single C4H7NO2 molecule.

Properties
total energy: -9843.724 eV
SMILES string: C/C(=N\O)[C@H]1CO1
relative energy (zero: lowest compared OMol25 entry of this formula, charge and spin): 82.0 kcal per mole
HOMO level: -9.8 eV

```
14
Properties=species:S:1:pos:R:3:forces:R:3:lowdin_charge:R:1
C -1.35734 -1.11071 -0.28146 -0.05 -0.01 0.00 -0.02
C -0.38154 0.01178 -0.08486 -0.02 0.26 0.15 -0.30
N -0.63853 1.10255 0.52782 0.33 -0.42 -0.34 0.05
O -1.93644 1.12783 1.01212 -0.24 0.23 0.18 -0.05
C 1.01302 -0.14245 -0.59876 -0.14 0.09 -0.15 -0.26
C 2.13989 0.53256 0.03634 0.10 0.30 0.00 -0.11
O 1.90838 -0.85341 0.25318 0.05 -0.23 0.09 -0.03
H -2.36741 -0.72049 -0.42810 0.15 -0.08 0.01 0.08
H -1.07075 -1.73152 -1.13529 -0.01 0.11 0.13 0.08
H -1.37237 -1.74752 0.61057 0.00 0.08 -0.12 0.10
H -1.99877 2.00854 1.40438 -0.01 -0.20 -0.07 0.10
H 1.09219 -0.42529 -1.65073 -0.02 0.04 0.16 0.15
H 3.02384 0.77017 -0.55497 -0.15 -0.07 0.08 0.11
H 1.94583 1.17795 0.88975 0.03 -0.11 -0.12 0.11
```
Positions in Å, forces in eV/Å.


(4)
DFT (ωB97M-V/def2-TZVPD) results for a 2-piece molecular cluster, C4H7NO2 overall.

Properties
total energy: -9844.271 eV
relative energy (zero: lowest compared OMol25 entry of this formula, charge and spin): 69.4 kcal per mole
HOMO level: -10.0 eV

```
14
Properties=species:S:1:pos:R:3:forces:R:3:lowdin_charge:R:1
C -3.05969 0.71645 -0.00937 -0.11 0.02 -0.09 -0.06
C 0.28061 0.56362 0.85221 0.31 -0.27 -0.19 -0.04
O 0.02204 -0.54448 0.18002 -0.08 0.15 0.15 -0.05
C 1.20214 -1.14835 -0.38821 0.12 0.01 -0.04 -0.06
C 2.27595 -0.19881 0.04033 0.22 -0.21 -0.17 -0.40
N 3.50514 -0.23931 -0.19013 -0.43 0.16 0.17 0.19
O 1.60967 0.78405 0.78075 -0.06 0.05 0.05 0.03
H -3.95779 1.28673 0.24923 0.17 -0.14 -0.04 0.02
H -3.24833 -0.35254 0.12600 0.02 0.19 0.00 0.02
H -2.80699 0.90348 -1.05784 -0.04 -0.03 0.17 0.02
H -2.22558 1.02401 0.62179 -0.15 -0.03 -0.06 -0.02
H 1.09043 -1.20236 -1.47311 0.04 0.01 0.16 0.14
H 1.33444 -2.14884 0.02887 -0.03 0.15 -0.06 0.14
H 3.97798 0.55634 0.23947 0.03 -0.06 -0.04 0.08
```
Positions in Å, forces in eV/Å.


> Which of these has the highest HOMO level?

number 1